[1]
Below is 4 unconnected molecules or ions with the total composition C8H28N10O4 in a non-equilibrium geometry, with properties calculated with ωB97M-V/def2-TZVPD.

XYZ file:
```
50
Properties=species:S:1:pos:R:3:nbo_charge:R:1
H -1.09219 -1.17416 1.79768 0.198
H -4.84493 -2.41978 2.98127 0.194
N 0.27239 1.49031 -2.82978 -0.851
N -3.82911 -0.72882 2.40639 -0.827
N 0.44988 -1.82426 -0.04726 -0.857
H -2.61762 -2.68923 1.27847 0.146
C -0.38877 0.60688 -3.62741 0.768
H 3.77069 -0.37676 -1.98862 0.413
H 2.43056 -3.26895 1.66631 0.360
H 0.64460 1.25757 -1.92834 0.393
C -3.80954 -2.06361 3.02375 -0.259
O 0.23627 4.39633 -2.29059 -0.684
H 5.31745 2.28649 -0.25735 0.388
N 4.45748 1.94135 0.12102 -0.841
H -0.66639 -3.95742 0.82267 0.356
C -0.31190 -1.75634 2.29644 -0.489
H -1.00223 -1.32838 -3.67627 0.401
O -0.83181 0.91494 -4.72729 -0.682
H 0.46204 -4.43361 1.89768 0.359
C 0.62210 -2.48379 1.27491 0.405
H 0.75559 -0.86237 0.08831 0.378
N 0.31597 -3.89597 1.05486 -0.833
H -1.36677 -1.98681 4.17036 0.166
H -2.99538 -0.21701 2.64986 0.351
O -1.83576 -3.62437 2.99507 -0.535
H -0.54758 -1.78878 -0.22975 0.339
C -0.18938 5.49583 -2.61611 0.780
H 0.38768 2.42877 -3.17407 0.428
C 3.74272 0.92032 -0.42988 0.781
N 2.03268 -2.34199 1.59720 -0.848
H -0.09963 -3.16201 3.94328 0.194
H 0.31289 -1.00615 2.80417 0.241
C -0.90348 -2.64073 3.41224 -0.077
H -1.70107 6.91493 -2.33783 0.388
H 0.11400 7.18427 -3.81477 0.388
H 4.08870 2.36171 0.95233 0.410
H -1.82015 5.46241 -1.41326 0.411
N -1.33137 6.01896 -2.08795 -0.842
C -2.91689 -3.09610 2.25971 -0.088
N 4.27639 0.37515 -1.55927 -0.842
H -3.85803 -0.82039 1.40302 0.350
O 2.69345 0.52079 0.05609 -0.695
H -3.51237 -2.01580 4.07215 0.204
H -3.55403 -3.95794 2.02058 0.193
H -0.17085 -0.92763 -2.21628 0.394
H 5.13213 0.68463 -1.97635 0.389
N 0.44405 6.28256 -3.53191 -0.843
H 2.47483 -1.96632 0.76760 0.382
H 1.28594 5.92381 -3.93926 0.408
N -0.52328 -0.65254 -3.11384 -0.859
```

Values from the calculation:
- Frontier orbital gap: 9.51 eV
- Charge: 0
- F_max: 1.2 eV/A
- E_tot: -1170.2335 Ha
- Structure (SMILES): NCCOCCC(N)(N)N.NC(N)=O.NC(N)=O.NC(N)=O

***

[2]
Below is 6 unconnected molecules or ions with the total composition C8H28N8O8 in a non-equilibrium geometry, with properties calculated with ωB97M-V/def2-TZVPD.

XYZ file:
```
52
Properties=species:S:1:pos:R:3:nbo_charge:R:1
H 3.42414 2.17390 4.45702 0.184
N 0.95449 -2.39234 2.68644 -0.841
H 3.02207 -1.38470 0.28928 0.411
O 2.57873 3.13093 2.83046 -0.725
H -1.95158 0.45581 0.30918 0.183
O 0.26586 4.78220 -1.65418 -0.654
H -4.03678 0.88627 2.00044 0.473
H -2.83813 -1.45093 -0.97202 0.129
H -0.91440 -4.79558 3.68675 0.397
H 1.67460 -0.62725 -2.80913 0.380
H -2.87570 -1.95794 -2.96936 0.416
O -3.32345 0.27141 1.82866 -0.727
C -2.03138 -0.21342 -3.56497 0.786
N 2.73069 -1.08541 -0.62383 -0.838
H 4.76247 1.76589 2.29191 0.475
O -1.83763 0.31230 -2.47139 -0.697
C 0.07039 -3.00535 3.51399 0.780
C -2.97949 0.11743 0.47040 -0.087
H -3.61619 0.70931 -0.19537 0.160
O -1.97838 -2.06781 0.76490 -0.729
H 1.70095 3.10805 2.43966 0.476
N -1.15330 3.08071 -2.10329 -0.895
C 2.69788 1.98884 3.66798 -0.098
C 0.08206 3.67073 -2.12411 0.770
N 1.05161 -0.40885 -2.05271 -0.873
H -1.92569 3.71900 -2.13577 0.400
H 1.99619 3.34184 -2.75100 0.401
N 1.05942 2.98767 -2.80543 -0.851
H 1.72832 1.76656 4.12746 0.175
C 1.42462 -0.72327 -0.75689 0.785
H -1.32661 2.08314 -2.21036 0.418
H -2.31467 0.14506 -5.55809 0.392
H 3.27731 -1.31986 -1.43018 0.389
N -0.30918 -4.25907 3.09166 -0.852
N -1.84483 0.47450 -4.73408 -0.837
H 0.05439 -0.40167 -2.21448 0.424
H -1.12918 -1.75335 0.42660 0.485
H -1.67475 1.46144 -4.62276 0.417
N -2.34251 -1.53702 -3.71181 -0.838
H 1.27673 -2.75883 1.81398 0.386
O -0.26997 -2.51660 4.57333 -0.652
H 1.19662 -1.46287 2.97221 0.405
H -3.96380 -1.82943 0.33428 0.175
H -2.41107 -1.93084 -4.63287 0.392
C 3.13357 0.78571 2.84303 -0.090
H 2.55044 0.83087 1.91209 0.163
H 2.98016 -0.18919 3.30208 0.176
O 0.64906 -0.64778 0.18105 -0.680
C -3.00898 -1.35690 0.10705 -0.067
H 0.30485 -4.83443 2.54270 0.376
O 4.51179 0.86494 2.51426 -0.734
H 0.89822 1.99623 -2.87476 0.385
```

Values from the calculation:
- Frontier orbital gap: 9.21 eV
- Charge: 0
- F_max: 1.1 eV/A
- E_tot: -1361.7013 Ha
- Structure (SMILES): NC(N)=O.NC(N)=O.NC(N)=O.NC(N)=O.OCCO.OCCO
- ΔE to the lowest compared entry with this formula, charge and spin: 15.0 kcal/mol

***

[3]
Below is 8 unconnected molecules or ions with the total composition C8H29N14O10 in a non-equilibrium geometry, with properties calculated with ωB97M-V/def2-TZVPD.

XYZ file:
```
61
Properties=species:S:1:pos:R:3:nbo_charge:R:1
N 1.21716 0.29367 -3.20240 -0.851
H -0.43281 -0.44916 2.60351 0.390
O 1.18943 -0.30040 0.83780 -0.799
C 0.60289 4.12476 0.29950 0.732
C 0.06260 -0.14014 0.40650 0.975
C 2.44109 -0.03553 -3.45273 0.739
H 0.71505 -0.13261 -2.43671 0.396
N -4.19927 -3.95785 -2.24788 -0.829
H -2.85194 -3.50495 -0.27970 0.380
H -2.02112 0.48736 -3.70355 0.405
H 3.51158 1.89974 2.59267 0.402
O 2.61946 -4.77898 -0.54315 -0.703
N 2.58340 -2.76333 0.45003 -0.853
N 1.42480 -1.26630 3.56099 -0.848
H -1.72655 -2.48705 -1.11332 0.427
N -0.48177 3.40531 0.50883 -0.838
H -0.98437 3.58153 1.36699 0.373
N 2.96424 -0.41107 -2.35221 -0.805
N 0.68791 2.25832 3.45976 -0.836
H 3.87057 -0.85220 -2.41599 0.390
H 1.64156 5.33974 1.43669 0.401
O -3.63214 1.41757 -1.10514 -0.709
C 0.24153 -1.40337 4.12387 0.751
H -1.79331 0.09449 -1.97663 0.430
H 0.01330 2.69866 4.06895 0.392
N -2.28264 0.55548 -2.73037 -0.831
H -1.39860 1.01018 0.61471 0.510
H 1.88403 1.54339 1.84473 0.407
H -3.02000 2.28596 -4.02644 0.384
H 1.01876 -3.68447 -1.96621 0.399
C 2.13978 -3.67135 -0.36900 0.755
H 1.43930 -0.89024 2.62372 0.406
H -0.89667 2.97119 -0.30327 0.404
H 0.41440 1.66868 2.68670 0.410
O 2.58395 3.00807 4.47970 -0.711
N 1.19897 -3.15491 -1.12526 -0.868
C -3.21895 1.32763 -2.24637 0.766
H 0.71424 -2.29010 -0.93229 0.417
N 2.50286 1.92258 2.54714 -0.832
O 0.06703 -1.91982 5.20303 -0.705
O -0.29159 -0.74007 -0.64162 -0.827
N -2.58344 -3.02156 -1.12488 -0.843
H -4.37634 -4.36432 -1.34040 0.365
H 2.38742 -0.48649 -1.52657 0.409
N -3.56450 2.24136 -3.17694 -0.854
C -3.20882 -3.11396 -2.28349 0.754
H 0.34031 4.51264 2.14686 0.371
H -1.67433 -0.85562 3.82532 0.405
H -4.74510 -4.35695 -2.99814 0.404
O 1.12186 4.29400 -0.77216 -0.678
O -0.64188 0.73700 1.13849 -0.727
H 2.01719 -1.92991 0.52009 0.409
O 2.89026 0.18278 -4.52279 -0.677
H 0.74956 1.00660 -3.74386 0.387
H -4.25854 2.91766 -2.89229 0.400
C 1.94774 2.39127 3.62710 0.750
H 3.39310 -2.75874 1.05375 0.394
N 0.98589 4.57419 1.37256 -0.768
H 2.27742 -1.69516 3.89148 0.401
O -2.86004 -2.56679 -3.25868 -0.662
N -0.71588 -0.76839 3.51896 -0.837
```

Values from the calculation:
- Frontier orbital gap: 9.24 eV
- Charge: -1
- F_max: 10.8 eV/A
- E_tot: -1841.5100 Ha
- ΔE to the lowest compared entry with this formula, charge and spin: 109.7 kcal/mol